The following is a quantum chemistry calculation of one molecule with the formula C3H7NO2, from the Open Molecules 2025 dataset.

Positions of all 13 atoms, in Å:
N1 -1.301 -0.994 -0.880
C1 -0.872 0.290 -1.055
O1 -1.017 0.895 -2.103
C2 -0.176 0.901 0.151
C3 1.124 0.181 0.534
O2 0.858 -0.606 1.685
H1 -1.156 -1.498 -0.017
H2 -1.721 -1.461 -1.668
H3 -0.838 0.874 1.027
H4 0.015 1.945 -0.099
H5 1.473 -0.457 -0.293
H6 1.916 0.912 0.735
H7 1.694 -0.982 1.984

Maximum force, hartree/bohr: 0.008
Gap between HOMO and LUMO, eV: 10.487
Highest occupied orbital energy, eV: -9.75
LUMO level, hartree: 0.027
Energy above the lowest of the compared OMol25 structures with the same formula, charge and spin, eV: 0.638

Mulliken charges in e:
1 N -0.375
2 C 0.484
3 O -0.624
4 C -0.583
5 C -0.382
6 O -0.526
7 H 0.209
8 H 0.225
9 H 0.336
10 H 0.287
11 H 0.322
12 H 0.339
13 H 0.289

The following is a quantum chemistry calculation of one molecule with the formula C19H27FN4O, from the Open Molecules 2025 dataset.

Positions of all 52 atoms, in Å:
C1 -2.209 -3.134 -1.013
N1 -1.298 -2.264 -0.306
C2 0.036 -2.818 -0.162
C3 1.072 -1.698 -0.078
C4 2.505 -2.243 -0.161
N2 3.569 -1.262 -0.083
C5 3.649 -0.566 1.189
C6 4.931 0.267 1.209
O1 4.953 1.195 0.150
C7 4.855 0.528 -1.087
C8 3.571 -0.299 -1.170
C9 -1.875 -1.798 0.950
C10 -2.837 -0.690 0.679
C11 -4.211 -0.739 0.576
N3 -4.631 0.493 0.222
C12 -5.978 0.936 0.008
N4 -3.616 1.335 0.078
C13 -2.517 0.647 0.347
C14 -1.184 1.252 0.307
C15 -0.414 1.365 1.460
C16 0.845 1.938 1.423
C17 1.367 2.402 0.227
C18 0.621 2.298 -0.934
C19 -0.640 1.732 -0.879
F1 -1.346 1.631 -2.023
H1 -2.402 -4.080 -0.479
H2 -1.801 -3.362 -1.996
H3 -3.156 -2.613 -1.148
H4 0.120 -3.484 0.716
H5 0.246 -3.417 -1.051
H6 0.948 -1.143 0.852
H7 0.884 -1.010 -0.903
H8 2.632 -2.778 -1.107
H9 2.667 -2.958 0.652
H10 3.679 -1.304 1.994
H11 2.791 0.108 1.347
H12 5.000 0.850 2.130
H13 5.800 -0.404 1.133
H14 4.867 1.303 -1.855
H15 5.722 -0.136 -1.220
H16 3.542 -0.839 -2.119
H17 2.709 0.385 -1.119
H18 -2.386 -2.616 1.489
H19 -1.068 -1.425 1.581
H20 -4.899 -1.544 0.739
H21 -5.935 1.982 -0.287
H22 -6.567 0.840 0.922
H23 -6.453 0.354 -0.785
H24 -0.822 1.013 2.397
H25 1.420 2.029 2.333
H26 2.356 2.835 0.197
H27 1.002 2.650 -1.881

Maximum force, hartree/bohr: 0.016
Gap between HOMO and LUMO, eV: 9.003
Highest occupied orbital energy, eV: -8.19
LUMO level, hartree: 0.030
Energy above the lowest of the compared OMol25 structures with the same formula, charge and spin, eV: 1.669

Mulliken charges in e:
1 C -1.146
2 N 0.413
3 C -1.266
4 C 0.966
5 C -1.678
6 N 0.043
7 C 0.098
8 C -0.872
9 O -0.389
10 C -0.888
11 C 0.046
12 C -1.293
13 C 0.690
14 C -1.121
15 N 0.728
16 C -0.922
17 N -0.878
18 C -0.596
19 C 0.546
20 C -0.253
21 C -0.741
22 C 0.077
23 C -0.700
24 C 0.421
25 F -0.373
26 H 0.385
27 H 0.359
28 H 0.324
29 H 0.288
30 H 0.459
31 H 0.091
32 H 0.104
33 H 0.382
34 H 0.380
35 H 0.464
36 H -0.272
37 H 0.398
38 H 0.379
39 H 0.396
40 H 0.379
41 H 0.467
42 H -0.177
43 H 0.502
44 H 0.479
45 H 0.544
46 H 0.317
47 H 0.306
48 H 0.310
49 H 0.521
50 H 0.451
51 H 0.385
52 H 0.467

The following is a quantum chemistry calculation of one molecule with the formula C19H20N2O3S, from the Open Molecules 2025 dataset.

Positions of all 45 atoms, in Å:
C1 -3.240 1.574 -3.897
C2 -2.698 2.931 -3.467
N1 -2.908 3.173 -2.045
C3 -3.739 4.197 -1.701
O1 -4.318 4.880 -2.519
C4 -3.875 4.452 -0.216
S1 -4.367 2.917 0.613
C5 -2.941 2.013 0.112
C6 -2.419 1.045 0.959
C7 -1.280 0.345 0.615
C8 -0.631 0.645 -0.579
C9 0.642 -0.013 -1.005
O2 1.493 0.577 -1.642
N2 0.750 -1.314 -0.656
C10 1.944 -2.095 -0.906
C11 2.548 -2.582 0.384
C12 2.947 -1.669 1.350
C13 3.482 -2.087 2.556
C14 3.629 -3.446 2.814
O3 4.142 -3.975 3.959
C15 4.580 -3.099 4.969
C16 3.227 -4.368 1.846
C17 2.691 -3.938 0.651
C18 -1.150 1.621 -1.420
C19 -2.327 2.297 -1.117
H1 -3.117 1.459 -4.971
H2 -4.298 1.501 -3.659
H3 -2.713 0.764 -3.397
H4 -1.636 3.021 -3.706
H5 -3.236 3.727 -3.986
H6 -2.930 4.788 0.217
H7 -4.652 5.194 -0.045
H8 -2.923 0.853 1.893
H9 -0.881 -0.390 1.298
H10 0.012 -1.756 -0.133
H11 1.702 -2.942 -1.556
H12 2.634 -1.428 -1.433
H13 2.841 -0.612 1.154
H14 3.783 -1.347 3.280
H15 5.389 -2.451 4.617
H16 4.952 -3.736 5.769
H17 3.759 -2.482 5.351
H18 3.347 -5.418 2.059
H19 2.385 -4.665 -0.087
H20 -0.602 1.838 -2.322

Maximum force, hartree/bohr: 0.012
Gap between HOMO and LUMO, eV: 9.000
Highest occupied orbital energy, eV: -8.48
LUMO level, hartree: 0.019
Energy above the lowest of the compared OMol25 structures with the same formula, charge and spin, eV: 0.413

Mulliken charges in e:
1 C -1.093
2 C -0.765
3 N 0.106
4 C 0.713
5 O -0.656
6 C -0.658
7 S -0.156
8 C 0.600
9 C -1.012
10 C -0.651
11 C 0.471
12 C 0.339
13 O -0.675
14 N -0.173
15 C -1.073
16 C 0.432
17 C -0.595
18 C -0.399
19 C 0.863
20 O -0.455
21 C -0.825
22 C -0.542
23 C -0.599
24 C -0.527
25 C 0.043
26 H 0.407
27 H 0.328
28 H 0.306
29 H 0.332
30 H 0.453
31 H 0.317
32 H 0.369
33 H 0.417
34 H 0.475
35 H 0.257
36 H 0.377
37 H 0.368
38 H 0.421
39 H 0.378
40 H 0.336
41 H 0.236
42 H 0.331
43 H 0.417
44 H 0.317
45 H 0.445